C15H62N30O16 | ωB97M-V/def2-TZVPD

The calculated total energy is -3455.98082 a.u. Its HOMO energy is -8.37 eV. The HOMO-LUMO gap is 8.2 eV.

```
! RIJCOSX wB97M-V def2-TZVPD def2/J DEFGRID3
* xyz 0 1
O 0.39205 3.65726 1.15682
O 2.82763 -1.30262 -4.46858
O -2.06884 -1.04492 -2.76862
O 6.01613 1.09895 -2.72785
O 2.25782 4.00725 -1.00949
O -5.40660 1.12109 -0.01628
O 0.89980 3.99649 -5.27958
O -0.17795 2.31290 5.04308
O 3.73213 2.35701 1.52666
O -2.49098 0.93093 2.34096
O -4.55707 4.89060 -0.08789
O 3.07869 -2.72926 -0.32350
O -0.77500 -2.37555 2.18054
O 2.10804 -6.24763 0.07973
O 1.12142 0.86573 -1.28261
O -2.62887 -5.34886 0.35773
N -2.70347 -3.04242 0.08400
N -0.06150 0.17164 4.15464
N -2.94758 5.37234 -1.59892
N 3.75926 0.41122 2.74066
N 4.06766 0.48702 -1.67457
N 1.67069 2.30421 -3.98936
N -0.68206 5.65868 1.15442
N 1.15389 0.71697 5.99595
N 4.33063 -3.01630 -4.70096
N -1.40940 -2.22367 -4.60015
N 4.35822 -4.24402 0.78033
N 0.14456 -0.97655 -3.49497
N 2.64751 -3.15562 -3.15299
N -0.06738 -6.20827 0.86111
N -2.88262 2.59517 3.84893
N -0.68806 1.15286 0.05208
N 0.88109 -4.32845 0.05162
N -2.55504 3.77442 0.00586
N -3.62193 1.30718 -1.41719
N -4.39241 2.25681 2.17187
N -4.42453 -4.41222 -0.61438
N 1.78489 1.50781 2.21759
N -0.59308 2.49666 -4.31066
N -2.62136 -2.44061 3.45177
N -1.47400 -4.36836 3.17654
N 4.62917 2.69468 -1.75133
N -0.42566 4.61796 3.13327
N 0.33317 -0.94723 -0.12586
N 4.69309 -1.98199 1.13500
N -5.32282 -0.16863 -1.86672
C -1.18685 -1.26757 -3.61830
C 3.13810 1.44207 2.09827
C -0.15834 4.57010 1.79304
C 0.23646 1.14514 5.06074
C -4.81937 0.81802 -1.06405
C 3.99181 -2.96298 0.48509
C 0.66245 2.99799 -4.58229
C -3.42270 4.68982 -0.52699
C 1.01719 -5.67394 0.26358
C -3.25928 1.82503 2.78269
C 0.32345 0.37419 -0.46008
C -1.51721 -3.04371 2.92787
C 4.98276 1.39864 -2.11959
C 3.25926 -2.39718 -4.10911
C -3.20802 -4.30003 0.01474
H 5.53943 -2.18516 1.62579
H 2.61004 2.65510 -3.97248
H -4.93645 -0.22320 -2.79628
H -2.01093 2.31986 4.28681
H -0.58044 5.77036 0.16325
H -0.42625 2.13374 0.02076
H 3.11370 -3.96982 -2.80666
H 1.34570 1.61074 -3.33574
H -3.41802 3.36025 4.20414
H -0.71988 -4.91885 2.79121
H 2.02639 3.84199 -0.07909
H -2.03552 5.19340 -1.98283
H 4.50452 -3.98000 -4.50371
H 3.16327 0.76879 -1.34444
H -0.09789 3.84518 3.70564
H -2.21378 -4.86693 3.62865
H -0.82842 -2.06123 -5.40902
H 1.11605 -1.49426 -0.44488
H -0.34217 5.52832 3.54932
H 3.21641 -0.18215 3.33657
H 1.24276 2.14213 1.64671
H 0.01278 -7.16766 1.16138
H -2.77443 -1.48266 3.16342
H 1.25780 0.72836 2.57789
H -3.21794 -2.89086 4.11725
H -3.14951 1.91682 -0.77102
H -0.21747 -1.20178 0.67999
H -2.28373 -2.69805 -4.71358
H -5.03435 -3.66398 -0.86232
H -1.32798 2.89058 -4.87039
H 4.75660 0.33788 2.77914
H 3.72664 -4.95541 0.41212
H 0.78258 -1.37426 -4.16579
H 1.60111 1.37424 6.60906
H 4.91404 -2.42807 -5.26685
H -0.88832 0.29717 3.57367
H 4.41137 -0.43011 -1.92528
H 5.22886 3.45332 -2.01339
H 1.86408 -2.73357 -2.69218
H 1.71598 -3.78259 -0.12064
H -2.93915 -2.22403 -0.44691
H 3.71973 2.87316 -1.35567
H 1.49408 4.45918 -1.37703
H -3.11782 0.86277 -2.16832
H 4.89576 -4.40279 1.61146
H -1.63892 3.81520 -0.39547
H -4.76341 1.66283 1.39588
H -4.58960 -5.32579 -0.99852
H 1.38730 -0.25255 6.01927
H -0.57982 1.55632 -3.95624
H 4.35637 -1.06483 0.89266
H -1.85166 -3.03548 0.63278
H -1.15703 0.83730 0.90051
H -2.93686 3.23208 0.76705
H -3.54341 5.95297 -2.15767
H -1.00208 -5.79091 0.85348
H 0.54490 -0.61535 4.06524
H -1.37382 6.18160 1.65490
H -6.17525 -0.60435 -1.57901
H -4.95452 3.00078 2.53595
H 0.09952 -3.80786 0.40399
H 0.53001 -0.60407 -2.63879
*
```

These are the Löwdin partial charges, in e, on atoms 1 to 6: -0.03, 0.00, -0.03, -0.02, -0.06, -0.01